Entry from the OMol25 dataset: a molecular structure, C44H47BiCl5N9O9S2 in a non-equilibrium geometry (ωB97M-V with the def2-TZVPD basis set).

Calculated values
maximum force	2.0	eV Å⁻¹
net charge	-2

Geometry as XYZ:
```
117
Properties=species:S:1:pos:R:3:forces:R:3
Bi -0.228 1.001 0.230 0.5802 0.9737 0.0261
C -4.125 -2.586 2.039 0.0723 0.1247 0.0303
C -2.762 -2.655 1.337 -0.0396 -0.2215 -0.0832
C -1.968 -3.865 1.845 0.0451 0.1157 -0.0741
C -2.941 -2.677 -0.174 0.0574 0.0767 0.0427
C -3.236 -3.884 -0.795 -0.0311 0.0274 -0.0494
C -3.423 -3.954 -2.164 -0.0399 0.0449 0.0505
C -3.331 -2.789 -2.905 -0.0064 -0.0359 0.0062
C -3.044 -1.555 -2.326 -0.1469 0.0347 -0.1469
C -3.032 -0.354 -3.260 0.1415 0.1289 0.2767
C -1.711 0.411 -3.204 0.0390 -0.1647 -0.0732
C -4.226 0.567 -2.998 0.0320 0.0221 -0.0603
C -2.842 -1.488 -0.935 -0.1517 -0.1448 0.1274
N -2.521 -0.306 -0.219 -0.0172 0.0197 0.1198
C -3.505 0.301 0.424 0.0246 -0.0635 -0.1085
O -4.735 0.215 0.244 0.0280 0.0122 0.0610
C -3.059 1.122 1.634 0.1093 -0.3074 0.0931
C -3.995 1.699 2.467 -0.0769 0.1485 0.0250
C -3.571 2.248 3.671 0.0625 -0.0305 -0.0177
C -2.252 2.105 4.062 -0.1148 0.0698 0.0300
C -1.366 1.499 3.185 0.0085 -0.1342 -0.0959
N -1.767 1.082 1.989 -0.2850 0.0972 -0.0496
C 0.039 1.129 3.614 0.1276 -0.2291 0.0267
O 0.206 1.022 4.845 0.0292 0.1692 -0.0564
N 0.848 0.864 2.612 -0.0498 0.0456 0.0214
C 2.202 0.490 2.817 -0.0690 -0.1062 0.1437
C 3.210 1.448 3.055 0.0495 0.0171 0.0264
C 4.538 1.029 3.031 0.0182 -0.0808 -0.0198
C 4.882 -0.293 2.809 0.0041 0.0244 0.1094
C 3.882 -1.244 2.691 0.0001 0.0183 -0.1035
C 2.543 -0.876 2.705 -0.0920 0.0051 0.1888
C 1.450 -1.936 2.776 0.2012 -0.0594 -0.0254
C 1.024 -2.100 4.243 -0.1284 0.0730 -0.0538
C 1.863 -3.303 2.231 -0.0429 0.0878 -0.1346
C 2.893 2.896 3.399 0.0481 -0.0393 0.0489
C 2.549 3.026 4.892 -0.0886 -0.0189 -0.0521
C 4.045 3.870 3.123 -0.1000 -0.0245 -0.2166
H -3.992 -2.495 3.122 -0.0163 -0.0353 -0.0237
H -4.696 -3.497 1.834 0.0170 0.0103 0.0096
H -4.705 -1.733 1.685 -0.0119 -0.0256 0.0085
H -2.198 -1.757 1.591 0.0068 0.0253 -0.0114
H -2.586 -4.767 1.874 0.0229 0.0028 -0.0158
H -1.606 -3.679 2.859 -0.0227 -0.0215 -0.0157
H -1.109 -4.060 1.198 0.0028 -0.0054 0.0766
H -3.332 -4.784 -0.197 0.0674 0.0049 -0.0033
H -3.649 -4.899 -2.645 0.0017 0.0120 0.0021
H -3.503 -2.828 -3.977 0.0211 0.0207 -0.0067
H -3.142 -0.754 -4.273 0.0320 -0.0459 -0.0283
H -1.619 0.933 -2.255 -0.0411 0.0301 -0.0833
H -1.656 1.156 -4.002 0.0098 0.0184 0.0521
H -0.859 -0.266 -3.301 -0.0157 0.0376 0.0136
H -4.275 0.838 -1.945 -0.0045 -0.0043 -0.0390
H -5.163 0.063 -3.250 -0.0025 0.0217 0.0280
H -4.145 1.482 -3.593 -0.0087 -0.0480 -0.0035
H -5.029 1.697 2.156 0.0182 -0.0161 -0.0137
H -4.279 2.749 4.321 -0.0076 -0.0291 0.0036
H -1.883 2.435 5.022 0.0211 -0.0492 0.0077
H 5.327 1.757 3.173 -0.0202 0.0119 -0.0162
H 5.925 -0.585 2.758 -0.0138 0.0054 -0.0049
H 4.156 -2.284 2.568 -0.0171 0.0101 0.0053
H 0.590 -1.580 2.199 -0.0134 -0.0194 0.0036
H 1.870 -2.480 4.825 -0.0209 -0.0180 -0.0099
H 0.197 -2.814 4.328 0.0511 -0.0030 -0.0117
H 0.713 -1.152 4.678 0.0146 -0.0103 0.0239
H 2.678 -3.733 2.821 -0.0295 -0.0102 -0.0054
H 2.176 -3.249 1.186 0.0009 -0.0513 0.0558
H 1.017 -3.991 2.289 0.0296 0.0230 -0.0046
H 2.033 3.190 2.791 -0.0214 0.0015 0.0151
H 3.414 2.720 5.490 0.0022 0.0581 -0.0055
H 1.707 2.402 5.175 0.0181 0.0007 0.0096
H 2.312 4.069 5.133 0.0538 -0.0210 -0.0054
H 4.796 3.821 3.917 0.0224 -0.0044 -0.0350
H 3.652 4.889 3.098 0.0302 -0.0071 0.0433
H 4.540 3.679 2.171 -0.0179 0.0340 0.0371
O 0.794 2.971 0.808 -0.9960 -0.5551 1.0226
O 0.177 4.223 0.380 0.9249 -0.5157 -0.8776
O 3.282 -1.407 -0.878 0.0903 -0.1989 -0.0542
C 2.253 -1.261 -0.424 0.3953 0.5804 0.3704
C -0.254 -3.001 -4.839 0.0238 0.0391 -0.0013
N 1.080 -3.288 -4.361 0.0793 0.0569 -0.0421
C 2.174 -3.615 -5.152 -0.1552 0.0068 -0.0348
C 3.241 -3.717 -4.346 0.0735 -0.0556 0.1637
N 2.793 -3.467 -3.059 0.0833 0.1736 -0.1885
C 1.463 -3.176 -3.060 -0.1173 -0.1706 0.1493
S 0.515 -2.834 -1.724 -0.3867 -0.3514 -0.3460
H -0.591 -3.796 -5.505 0.0139 -0.0098 -0.0117
H -0.273 -2.043 -5.361 0.0129 -0.0017 -0.0026
H -0.914 -2.943 -3.976 -0.0131 -0.0101 0.0410
H 2.093 -3.722 -6.219 -0.0185 -0.0042 0.0299
H 4.271 -3.936 -4.565 -0.0357 0.0609 0.0018
H 3.367 -3.260 -2.259 -0.0062 -0.0819 0.0347
N -4.224 3.224 -0.663 -0.0482 0.1015 -0.0931
C -3.737 3.930 -1.708 -0.1026 0.0071 0.1679
N -4.662 4.516 -2.556 -0.0596 -0.0200 0.0408
N -2.486 4.129 -1.973 0.1893 0.0673 -0.2854
C -1.520 3.347 -1.360 -0.3417 -0.0591 0.3925
N -1.693 2.476 -0.465 0.1148 -0.0589 -0.3709
H -5.114 2.761 -0.752 -0.0114 -0.0255 -0.0638
H -3.456 2.683 -0.244 0.0000 -0.0525 0.0694
H -5.541 4.770 -2.137 0.0283 0.0546 0.0372
H -4.241 5.230 -3.129 -0.0036 -0.0177 -0.0335
O 1.793 4.731 -2.570 -0.3226 -0.0103 -0.3518
S 1.029 4.033 -1.126 -0.0872 1.9523 -0.1113
O -0.303 3.629 -1.986 0.3250 -0.1212 -0.0249
O 1.725 1.694 -1.877 0.4082 -0.4841 0.2267
O 1.163 5.596 -1.524 -0.1148 -0.5316 0.4740
Cl 1.782 0.212 -4.344 0.0392 -0.0359 0.0588
C 3.155 0.559 -3.346 0.1335 -0.0062 -0.1934
C 2.906 1.364 -2.184 -0.3302 -0.2761 -0.3603
C 4.097 1.734 -1.482 0.1951 -0.0033 -0.0635
Cl 3.978 2.911 -0.237 -0.1664 -0.1144 0.1470
C 5.338 1.192 -1.787 -0.0997 -0.0082 -0.0750
Cl 6.714 1.586 -0.809 -0.0227 -0.0086 -0.0192
C 5.511 0.346 -2.883 0.0887 0.0801 0.0422
Cl 7.066 -0.332 -3.253 -0.0290 0.0112 -0.0029
C 4.409 0.091 -3.694 -0.1207 0.0177 0.0172
Cl 4.634 -0.792 -5.174 0.0135 -0.0002 0.0350
```
Forces are in eV/Å.

***

Entry from the OMol25 dataset: a molecular structure, C44H47F3HfN6O4PS3 in a non-equilibrium geometry (ωB97M-V with the def2-TZVPD basis set).

Calculated values
maximum force	3.0	eV Å⁻¹
net charge	-1

Geometry as XYZ:
```
109
Properties=species:S:1:pos:R:3:forces:R:3
Hf -0.809 -0.163 -0.080 2.7789 0.1422 -0.9952
S -1.072 -2.753 -0.904 -0.0627 0.4501 0.1772
C -0.988 -2.835 -2.638 0.0354 0.2115 -0.2751
C -0.990 -4.092 -3.245 0.0152 0.1204 0.1004
C -0.988 -4.223 -4.615 -0.0110 -0.1006 -0.3041
C -0.991 -3.092 -5.424 0.0102 -0.1271 -0.0632
C -0.967 -1.841 -4.842 0.0060 -0.0078 0.0855
C -0.952 -1.688 -3.455 -0.0475 -0.3961 0.0687
S -0.901 -0.085 -2.791 0.1038 -0.0606 0.3875
H -1.000 -4.962 -2.605 -0.0053 -0.1272 0.0391
H -0.988 -5.208 -5.059 -0.0159 -0.1182 -0.0672
H -1.014 -3.187 -6.501 0.0283 -0.0199 -0.0829
H -0.963 -0.948 -5.450 0.0137 0.0728 -0.1065
F -0.608 1.583 5.290 -0.0466 -0.2039 -0.1918
C -0.589 2.807 4.782 0.0897 0.1887 0.5170
F -1.524 3.507 5.476 -0.2509 0.1773 -0.0211
F 0.594 3.351 5.177 0.2253 0.0964 -0.1827
C -0.800 2.965 3.308 -0.0104 -0.0195 -0.2474
C -0.964 4.260 2.856 -0.0390 -0.2519 -0.0908
C -1.185 4.495 1.505 0.0495 -0.0463 0.0306
C -1.190 3.402 0.656 -0.0852 0.3032 -0.1323
N -1.004 2.157 1.056 0.0801 -0.2968 0.5662
C -0.851 1.888 2.379 0.0189 0.4332 0.3657
S -0.783 0.251 2.759 -0.2800 -0.3411 -0.1122
H -0.945 5.079 3.562 0.0158 0.0657 0.0482
H -1.347 5.492 1.132 -0.0220 0.0821 -0.1009
H -1.364 3.528 -0.406 -0.0543 0.0299 0.0157
N 0.784 -6.177 2.759 0.2404 -0.2144 0.0137
C -0.046 -5.388 2.689 0.4270 -0.4095 0.0128
C -1.076 -4.426 2.629 -0.7873 0.7058 0.0310
C -2.311 -4.653 3.238 0.1778 0.1030 -0.1358
C -3.266 -3.657 3.165 0.1051 0.0129 -0.0104
C -2.957 -2.487 2.484 -0.1438 0.0005 0.0481
N -1.795 -2.274 1.887 0.1736 -0.2556 -0.0542
C -0.874 -3.214 1.961 0.2039 -0.4445 0.1774
H -2.502 -5.586 3.750 0.0032 -0.0177 0.0291
H -4.229 -3.778 3.638 -0.0817 0.0089 -0.0035
H -3.673 -1.680 2.413 -0.0727 0.1232 -0.0148
H 0.057 -2.995 1.459 0.0344 -0.1054 0.0533
C 5.081 0.864 0.550 -0.1768 -0.2606 0.1075
C 3.608 0.775 0.158 -0.4512 -0.2263 0.0194
C 3.509 0.877 -1.365 -0.1614 -0.2040 -0.0238
C 2.848 1.965 0.752 -0.2380 -0.0732 0.1576
P 2.591 -0.829 0.630 2.2761 -0.4610 0.3487
N 1.084 -0.626 0.461 -0.7141 0.0981 -0.0605
C 3.224 -2.272 -0.522 -0.3281 0.2931 0.1707
C 4.727 -2.415 -0.748 -0.1301 0.2344 0.1953
C 2.689 -3.581 0.061 -0.0596 0.1008 0.2126
C 2.506 -2.086 -1.863 -0.2738 0.2200 -0.0046
C 3.086 -1.230 2.463 -0.2558 0.1101 -0.4096
C 2.027 -2.158 3.053 -0.0929 0.0134 -0.1472
C 4.473 -1.830 2.677 -0.1486 0.0261 -0.2396
C 2.969 0.067 3.263 -0.0166 0.0698 -0.1528
H 5.505 1.771 0.113 0.0091 0.0734 -0.0558
H 5.647 0.016 0.178 0.1627 -0.0773 -0.0371
H 5.216 0.926 1.626 0.0645 0.0007 0.1056
H 3.732 1.893 -1.697 0.0532 0.1348 0.0623
H 2.501 0.628 -1.687 0.0544 0.0058 -0.2238
H 4.218 0.212 -1.849 0.0040 -0.0725 -0.1162
H 2.992 2.854 0.138 0.0730 0.0862 -0.1349
H 3.177 2.207 1.758 0.0182 0.0074 0.0935
H 1.781 1.741 0.779 0.0196 0.1771 0.0943
H 5.262 -2.573 0.183 0.1618 -0.0448 0.0965
H 5.146 -1.545 -1.247 0.0973 0.0686 -0.0646
H 4.905 -3.279 -1.392 -0.0289 -0.0605 -0.0313
H 3.166 -3.853 0.998 0.0291 -0.0432 0.1208
H 2.866 -4.395 -0.645 0.0213 0.0142 -0.0759
H 1.613 -3.502 0.203 -0.1165 -0.1224 -0.0043
H 3.061 -1.459 -2.554 0.0585 0.0882 -0.0591
H 1.523 -1.639 -1.690 0.0785 -0.1353 -0.2495
H 2.347 -3.050 -2.346 0.0206 -0.1243 -0.0024
H 2.012 -3.138 2.588 -0.0171 -0.1273 -0.0481
H 1.052 -1.689 2.948 -0.0435 -0.0573 0.0579
H 2.223 -2.296 4.117 0.0705 -0.0035 0.1114
H 4.526 -2.855 2.320 0.0658 -0.1001 -0.0426
H 4.686 -1.841 3.748 0.0197 -0.0035 0.0872
H 5.244 -1.247 2.185 0.1938 0.0259 -0.0175
H 2.039 0.571 3.012 -0.0635 0.1507 0.0868
H 3.811 0.733 3.098 0.0473 0.1009 -0.0038
H 2.939 -0.168 4.328 0.0172 -0.0691 0.1045
N 0.435 1.705 -1.190 -0.4648 0.7877 -0.4200
C 0.439 2.647 -1.852 0.2206 -1.3923 0.9604
C 0.422 3.797 -2.663 -0.0016 0.9197 -0.7310
C -0.357 3.807 -3.825 0.1268 -0.1314 0.2694
C -0.398 4.952 -4.595 -0.0531 0.1222 -0.1140
C 0.325 6.076 -4.227 0.0469 -0.0574 0.0929
C 1.108 6.060 -3.081 -0.0406 0.0732 -0.1194
C 1.158 4.926 -2.296 -0.0397 -0.2118 0.1308
H -0.911 2.920 -4.091 -0.0700 -0.1218 -0.0210
H -1.004 4.975 -5.488 -0.0530 -0.0307 -0.0733
H 0.280 6.969 -4.830 -0.0063 0.0868 -0.0890
H 1.672 6.937 -2.802 0.0532 0.0515 0.0550
H 1.755 4.900 -1.395 0.0226 -0.0088 0.0518
O -2.613 1.381 -0.962 -0.4714 0.1235 0.0249
C -3.322 0.511 -0.434 -0.1813 0.8051 -0.4045
O -2.795 -0.439 0.224 -2.1032 -0.5498 0.7775
C -4.811 0.516 -0.519 -0.2972 -0.1932 0.1593
C -5.503 -0.591 -0.025 0.1058 0.2619 -0.1509
C -6.887 -0.609 -0.018 0.0636 0.0304 -0.0231
C -7.594 0.474 -0.502 -0.0487 0.4268 -0.1790
C -6.902 1.574 -1.014 0.9570 -1.5101 0.6895
C -5.508 1.601 -1.028 -0.2673 0.1028 -0.0930
N -7.641 2.680 -1.518 -1.0129 1.4477 -0.6447
O -7.024 3.641 -1.965 -0.3511 -0.5559 0.2550
O -8.870 2.617 -1.478 0.7342 0.1010 -0.0568
H -4.928 -1.425 0.342 0.0660 -0.1111 0.0435
H -7.410 -1.469 0.370 -0.0895 -0.0604 0.0209
H -8.672 0.497 -0.488 -0.0335 -0.0253 -0.0315
H -4.983 2.454 -1.430 0.0692 0.0220 0.0176
```
Forces are in eV/Å.

***

Quick rundown of orbital gap, same order as above: 6.625 5.018 eV